This record from the Open Molecules 2025 dataset describes 9 unconnected molecules or ions with the total composition C51H108F15N3O13P at a distorted geometry. The level of theory is ωB97M-V/def2-TZVPD.

XYZ file:
```
191
Properties=species:S:1:pos:R:3:forces:R:3
C 4.34002 6.18083 4.83720 2.632 -1.337 1.330
C 5.20593 6.29711 3.57070 -0.527 0.060 1.205
C 4.96926 5.24418 2.48911 -1.150 1.184 1.219
C 3.44188 5.13992 2.18445 0.116 -1.743 0.760
P 2.99497 3.85068 0.95409 1.376 0.274 0.531
C 4.13289 2.44205 1.29521 0.556 2.745 0.622
C 3.95890 1.19329 0.53047 -1.278 -1.724 -0.179
C 4.61085 0.03531 1.31350 0.301 -0.999 -0.667
C 4.59015 -1.37155 0.60248 0.894 0.445 1.816
C 1.33706 3.39496 1.24800 -1.017 -0.212 1.081
C 0.38001 4.59703 1.12892 2.903 2.174 -0.339
C -1.04353 4.39021 0.79503 -0.635 -0.487 1.705
C -1.91966 5.63690 0.69668 1.094 0.947 -0.632
C 3.09842 4.49511 -0.71755 1.063 1.727 -0.949
C 2.47553 3.61367 -1.74128 1.444 -0.174 -1.346
C 2.39392 4.16931 -3.17430 0.729 0.078 1.125
C 1.38832 3.31643 -3.89840 0.191 -1.083 -0.210
H 3.31888 6.34745 4.72910 -1.825 0.034 -0.610
H 4.66447 6.93749 5.56286 0.109 -0.069 -0.171
H 4.51921 5.20627 5.34089 -0.407 0.412 -0.218
H 6.26153 6.37670 3.88341 -0.359 -0.189 -0.369
H 4.86895 7.24975 3.27960 0.199 1.514 -1.336
H 5.37060 4.35561 2.94719 -0.194 -0.829 -0.335
H 5.54687 5.51256 1.64461 0.614 0.092 -1.095
H 2.86464 6.04464 1.92350 0.663 -0.123 0.277
H 3.02483 4.67921 3.13190 -0.006 0.725 -1.004
H 3.96270 2.33360 2.38521 -0.066 -0.406 -0.509
H 5.13689 2.90323 1.20748 -0.236 -0.355 -0.120
H 4.35814 1.21349 -0.49837 -0.061 0.274 0.365
H 2.84447 1.04790 0.45834 0.973 -0.436 -0.044
H 4.19924 -0.01290 2.32987 -0.235 -0.086 -0.527
H 5.67256 0.20319 1.45487 0.361 0.711 -0.080
H 3.75420 -1.94955 0.97591 -0.549 -0.073 -0.616
H 5.46881 -1.95276 0.96466 -0.394 0.394 -0.162
H 4.72392 -1.31803 -0.46772 -0.462 0.047 -0.344
H 1.37416 3.00535 2.30311 -0.277 -0.274 -1.130
H 1.11979 2.61789 0.52764 -0.369 -0.649 0.121
H 0.83355 5.27128 0.31011 -0.696 -0.550 1.043
H 0.57872 5.14950 2.09023 -0.760 -0.104 -0.831
H -1.48803 3.77594 1.57596 -0.261 -0.001 0.210
H -1.13741 3.72161 -0.02745 -0.013 -0.220 -1.261
H -2.72315 5.33212 0.07427 -1.027 -0.023 -0.575
H -1.41899 6.53887 0.15534 -0.659 -1.398 1.166
H -2.38124 5.89225 1.66544 0.604 0.239 -0.401
H 4.14399 4.73681 -1.04128 -0.548 -0.287 0.632
H 2.55968 5.45716 -0.84085 0.336 -0.227 0.765
H 1.50774 3.39268 -1.48338 -2.503 -0.604 0.921
H 2.99774 2.68081 -1.78404 0.309 -0.836 -0.062
H 3.39601 4.10422 -3.58198 0.205 0.149 -0.441
H 2.13510 5.23233 -3.07083 -0.185 -0.145 -0.492
H 0.45731 3.43835 -3.37458 -0.880 0.321 -0.394
H 1.58153 2.23994 -3.72642 0.332 0.383 -0.079
H 1.32922 3.40947 -4.98785 -0.226 0.440 0.319
C -2.65657 -0.86869 2.13121 -0.381 2.300 -2.419
N -1.38618 -0.44013 2.71698 0.663 2.783 0.183
C -1.31076 1.15707 2.50878 -1.165 -0.772 0.254
C -1.38733 -0.71327 4.15314 0.614 0.934 0.640
C -0.10913 -0.98604 2.13874 -0.965 -0.418 -0.234
C 0.02423 -0.85748 0.64247 1.551 -0.800 -1.353
O -0.11998 0.41232 0.01951 -0.021 -0.587 0.287
H -2.82702 -1.90206 2.06543 0.193 -1.607 0.524
H -2.58352 -0.51201 1.06589 -0.546 -0.280 0.788
H -3.50534 -0.33356 2.61027 0.706 -0.370 -0.234
H -0.40730 1.59199 2.97001 -0.330 -0.768 -0.343
H -2.22930 1.57498 2.94320 0.252 -0.159 0.089
H -1.40436 1.33654 1.43493 0.336 -0.101 0.453
H -2.36636 -0.48737 4.53668 -0.405 -0.173 0.236
H -0.67461 -0.05814 4.66846 0.042 -0.244 -0.265
H -1.07900 -1.72728 4.29124 -0.136 -0.729 0.338
H -0.12041 -2.07397 2.42224 0.509 0.943 -0.337
H 0.67141 -0.37369 2.56827 0.435 -0.190 0.665
H -0.59109 -1.58392 0.13677 -0.723 -0.246 -0.246
H 1.07241 -1.28161 0.43548 -1.023 0.797 0.347
H -0.94748 0.34015 -0.54731 0.228 -0.240 0.255
C 2.29901 -2.15408 -2.45414 -1.976 0.514 0.259
N 2.31264 -3.61583 -2.12909 0.686 0.245 -0.816
C 3.69662 -4.14965 -2.23060 1.714 0.695 0.865
C 1.87962 -3.89054 -0.75034 -0.369 -1.180 -0.719
C 1.49784 -4.37083 -3.16873 -1.728 1.173 -0.651
C -0.04110 -4.01382 -3.08446 0.882 -1.389 1.432
O -0.85806 -5.07192 -2.48756 1.132 0.984 -0.128
H 1.32668 -1.73789 -2.05213 1.082 -0.335 -0.559
H 2.43629 -1.96973 -3.53680 -0.086 -0.466 0.599
H 3.09054 -1.71616 -1.90568 0.817 0.539 0.593
H 3.66930 -5.18355 -2.42516 -0.268 -1.196 -0.831
H 4.31625 -4.14448 -1.30074 -1.071 0.713 -0.137
H 4.25806 -3.58894 -2.96263 -0.224 -0.176 -0.634
H 0.94213 -3.47329 -0.48309 -0.879 0.292 -0.070
H 2.62519 -3.61376 -0.06762 1.030 0.827 0.788
H 1.83614 -4.96338 -0.70444 -0.391 -0.484 0.285
H 1.57621 -5.39835 -2.90689 0.233 -0.939 -0.014
H 1.89541 -4.11170 -4.19555 0.041 -0.234 1.328
H -0.40736 -3.87051 -4.07589 -0.231 0.112 -0.734
H -0.10325 -3.06325 -2.55373 -0.514 0.035 0.108
H -0.76267 -5.13593 -1.46219 0.134 0.137 -0.393
C -4.40344 -4.93505 -1.66785 -0.863 0.283 -0.881
N -4.25691 -3.59841 -2.32541 1.034 -0.464 0.235
C -3.50192 -2.70108 -1.39426 -0.420 0.554 -0.654
C -3.29500 -3.82090 -3.48895 -2.042 -1.152 -0.513
C -5.59141 -3.02515 -2.68371 0.762 0.647 -0.551
C -5.48428 -1.59376 -3.19023 -0.412 -0.917 -1.981
O -5.54497 -0.69834 -2.14218 -0.428 -0.588 0.124
H -5.12032 -4.87756 -0.84794 0.189 -0.081 -0.101
H -3.42757 -5.19202 -1.38548 1.302 -0.402 1.060
H -4.64749 -5.69566 -2.41364 -0.582 0.271 0.012
H -4.12797 -2.51342 -0.54031 -0.101 0.051 0.487
H -3.23583 -1.73176 -1.86000 -0.200 -0.704 0.271
H -2.59867 -3.21843 -1.16420 0.698 -0.356 0.482
H -2.49333 -4.48633 -3.21073 0.083 -0.170 0.577
H -2.89815 -2.90814 -3.77814 0.687 1.814 -0.483
H -3.81891 -4.26008 -4.35102 -0.176 0.127 0.371
H -6.21071 -2.86610 -1.82765 -0.271 -0.836 0.961
H -5.97783 -3.73962 -3.37843 -0.680 -0.242 -0.520
H -6.24032 -1.46881 -4.03310 0.306 0.235 1.315
H -4.55786 -1.55494 -3.74425 0.582 0.560 -0.178
H -4.65512 -0.28179 -2.11669 -0.498 0.685 0.034
C -0.64374 -6.30754 0.72047 0.047 -2.973 -0.502
O -1.56265 -6.52736 1.77414 0.277 -0.311 1.699
O -0.71722 -5.20477 0.07746 -0.223 1.603 -0.713
C 0.71447 -6.54442 1.45064 0.240 -1.354 -0.025
F 1.32325 -5.44228 1.91156 -0.272 -0.074 0.130
F 0.63670 -7.45716 2.47467 0.224 0.928 -0.612
F 1.58053 -7.10947 0.55553 0.082 0.306 0.104
C -2.88657 -6.49797 1.42092 -0.096 2.231 -2.841
C -3.79645 -6.60659 2.58429 -0.704 -0.405 0.488
H -4.85476 -6.69250 2.28253 0.437 -0.180 -0.041
H -3.49847 -7.48365 3.15518 -0.256 -0.070 0.281
H -3.75604 -5.72355 3.22594 0.306 -0.092 -0.014
H -3.07195 -7.15572 0.53627 -0.134 -0.488 0.783
H -3.00781 -5.50147 0.92782 -0.475 -0.224 0.298
H -0.77680 -7.28828 0.03695 0.385 1.347 0.862
C 2.62863 0.95809 4.24071 -0.606 -2.060 -0.429
O 2.23050 -0.26767 4.96392 -1.147 1.778 0.784
O 2.23310 0.90240 3.00066 -0.076 1.102 -0.071
C 2.00343 2.03678 5.12179 1.637 0.496 0.696
F 0.68423 2.19638 4.91649 0.866 0.165 0.789
F 2.33713 1.83614 6.44522 -1.292 0.268 -1.076
F 2.65243 3.24021 4.84370 -0.986 -0.413 -0.184
C 2.69787 -1.41454 4.41988 0.602 -1.516 -0.776
C 2.52178 -2.50750 5.43550 -0.254 -1.041 -0.802
H 1.46236 -2.80243 5.52060 0.366 0.183 0.078
H 3.08766 -3.39009 5.12152 -0.144 -0.060 -0.011
H 2.89739 -2.21006 6.37916 0.264 0.361 1.077
H 3.73481 -1.27621 4.13539 0.792 -0.124 0.127
H 2.25260 -1.79424 3.48159 -0.431 0.652 0.016
H 3.72939 1.00275 4.40237 0.185 0.293 0.078
C -4.52900 4.00493 2.04694 0.134 0.668 1.240
O -4.64716 4.06414 3.56584 -1.188 -0.002 -0.749
O -3.70772 3.14169 1.62069 0.925 -1.560 -0.560
C -5.90149 3.92836 1.38601 -0.335 -0.955 -1.474
F -6.37833 2.65855 1.34615 -0.625 0.456 0.225
F -6.84573 4.77044 1.85103 0.120 -0.464 0.002
F -5.75930 4.23629 0.03002 -0.042 0.241 1.064
C -5.03455 2.79318 4.02570 -0.333 -0.296 -1.795
C -5.73654 2.74025 5.31137 -0.747 -0.422 2.040
H -5.29086 3.33799 6.11895 0.021 -0.199 -0.110
H -6.81111 3.04992 5.20943 0.949 -0.252 0.144
H -5.68786 1.64544 5.58764 -0.380 1.091 0.140
H -4.14469 2.16066 3.97167 -0.132 -0.381 0.236
H -5.84925 2.35002 3.40148 1.179 0.089 -0.351
H -4.27699 5.01842 1.84029 0.434 1.751 0.019
C -2.49039 0.80264 -2.23444 0.072 0.673 -1.395
O -3.87843 1.02544 -2.78366 1.662 0.565 -0.037
O -2.39743 -0.13208 -1.32305 0.081 0.471 0.156
C -1.58013 0.49338 -3.48665 -1.714 -1.662 1.145
F -2.09823 -0.58787 -4.15392 0.350 -0.333 0.146
F -1.49689 1.43479 -4.35884 -0.187 2.220 -1.581
F -0.32273 0.21647 -3.14329 0.470 -0.563 0.515
C -4.52620 2.18687 -2.21816 0.294 -0.131 1.691
C -4.31142 3.56363 -2.85443 0.167 -2.183 -2.231
H -3.49944 4.15083 -2.48164 0.645 0.132 0.207
H -4.20264 3.33967 -3.96541 0.164 0.629 1.138
H -5.21702 4.10480 -2.76029 -0.842 0.699 0.275
H -4.30374 2.20757 -1.14211 0.397 0.183 -0.074
H -5.57548 1.96351 -2.17278 -0.607 -0.261 -0.620
H -2.18036 1.82307 -1.99948 0.232 0.470 0.746
C 3.50806 -2.23111 -5.90494 0.090 -1.142 -1.540
O 2.82078 -1.00137 -5.79841 -0.030 1.805 0.142
O 3.44967 -2.98071 -4.87113 0.125 -0.957 1.255
C 2.76075 -2.95270 -7.14210 -1.617 1.954 -0.103
F 1.54640 -3.47613 -6.76112 0.807 0.288 -0.001
F 2.42239 -1.98111 -8.10112 0.557 -1.260 0.395
F 3.38873 -3.93530 -7.77322 0.528 -0.028 0.000
C 3.60539 0.20007 -5.77227 -0.018 -0.421 -1.160
C 4.14697 0.47047 -4.41029 0.679 1.172 1.637
H 3.44319 0.27184 -3.59393 -0.198 -0.034 -0.330
H 5.02656 -0.11838 -4.19722 0.243 -0.543 -0.002
H 4.50574 1.51916 -4.23292 -0.436 -0.552 -0.545
H 2.94963 1.02057 -6.11593 0.175 -0.429 0.124
H 4.48834 0.15071 -6.48378 -1.033 -0.106 0.443
H 4.54148 -2.02503 -6.22129 0.333 0.269 -0.607
```
Forces are in eV/Å.

HOMO energy, eV: -5.23
Charge: -1
Calculated total energy, eV: -135772.1135
Maximum force, eV/A: 3.6

Löwdin atomic charge list, values in e, 8 entries: atom 1 (C): -0.115, atom 2 (C): -0.259, atom 3 (C): -0.230, atom 4 (C): -0.234, atom 5 (P): 1.011, atom 6 (C): -0.275, atom 7 (C): -0.250, atom 8 (C): -0.224